The following is a DFT calculation (ωB97M-V/def2-TZVPD) of 2 unconnected molecules or ions with the total composition C4H15N2O.

Each line ends with the Mulliken charge.
Cartesian coordinates (Å):
C  -1.445  -0.302  -0.813  -0.574
N  -0.575  -1.129  -1.646  -0.359
C  -0.680  -2.569  -1.471  -1.026
C  -0.844  -0.131  0.567  -1.173
N  0.505  0.548  0.581  -0.133
C  0.295  2.091  0.197  -2.051
H  -1.544  0.617  -1.362  0.392
H  -2.436  -0.720  -0.706  0.377
H  -0.610  -0.905  -2.620  0.286
H  -1.703  -2.945  -1.353  0.301
H  -0.335  -3.048  -2.369  0.432
H  0.001  -2.923  -0.685  0.261
H  -1.490  0.486  1.199  0.498
H  -0.691  -1.092  1.026  0.317
H  1.163  0.029  -0.036  0.518
H  0.880  0.556  1.553  0.461
H  -0.185  2.118  -0.783  0.413
H  -0.314  2.566  0.961  0.489
H  1.281  2.527  0.067  0.851
H  2.491  1.973  2.945  0.461
H  3.570  1.151  2.189  0.509
O  2.668  1.102  2.557  -1.248

Forces on atoms 1 to 6 (eV/Å):
1.1595 -0.4956 -0.6890
-0.0340 -0.3197 0.4717
0.3098 -0.0335 0.0344
0.2075 0.6718 0.1028
-1.6384 2.0259 -0.3517
0.7688 -1.9712 -0.6138

- HOMO (spin up / spin down): -2.61 / -9.54 eV
- Multiplicity: 2
- Kohn-Sham gap (spin up / spin down): 3.42 / 10.19 eV
- Charge: 0

---

The following is a DFT calculation (ωB97M-V/def2-TZVPD) of 2 unconnected molecules or ions with the total composition C4H15N2O.

Each line ends with the Mulliken charge.
Cartesian coordinates (Å):
C  1.203  -1.635  -0.403  -0.798
C  0.596  -1.461  0.993  -0.469
C  -0.748  -0.832  0.908  -0.459
C  -1.770  0.590  -0.982  -0.908
N  -0.621  0.463  -0.012  -0.176
N  1.784  -0.408  -0.906  -0.587
H  0.654  -2.143  -1.189  0.380
H  1.961  -2.445  -0.384  0.413
H  0.632  -2.385  1.460  0.413
H  1.403  -0.842  1.553  0.215
H  -1.339  -0.646  1.889  0.340
H  -1.549  -1.494  0.365  0.314
H  -1.694  -0.334  -1.584  0.403
H  -1.733  1.548  -1.540  0.328
H  -2.866  0.687  -0.585  0.321
H  -0.541  1.336  0.508  0.433
H  0.264  0.463  -0.601  0.468
H  2.577  -0.112  -0.293  0.226
H  2.073  -0.512  -1.828  0.189
H  -0.637  3.807  1.224  0.313
H  0.646  3.175  0.800  0.318
O  -0.295  3.181  0.609  -0.677

Forces on atoms 1 to 6 (eV/Å):
1.6085 -2.0064 -0.1539
2.1336 2.0975 -1.0072
-2.9865 0.4296 -0.4588
-1.7852 0.1966 0.0075
-1.7373 -0.5053 0.4387
-0.0026 1.1978 2.3640

- HOMO: -13.68 eV
- Multiplicity: 1
- Kohn-Sham gap: 10.97 eV
- Charge: +1

---

Largest force on an atom list, top to bottom, in eV/A: 2.6, 3.2
Relative energy (zero: lowest compared OMol25 entry of this formula, charge and spin) list, top to bottom, in kcal/mol: 49.6, 36.4
E list, top to bottom, in Ha: -345.99622, -345.88774